# C4H11N2O

A 2-piece molecular cluster, C4H11N2O overall in a non-equilibrium geometry (wB97M-V/def2-TZVPD, OMol25).

Structure (XYZ):
```
18
Properties=species:S:1:pos:R:3:forces:R:3:lowdin_charge:R:1
C -0.701265 1.473546 -0.736355 0.184 1.439 -0.284 -0.14
C -1.681412 0.903162 0.250963 0.813 -1.111 0.688 -0.36
C -1.608805 -1.451102 0.176731 -1.897 1.916 -0.629 -0.07
N -2.301023 -0.382753 -0.119458 1.220 -1.442 0.285 -0.05
H -0.238407 2.366695 -0.190531 -0.255 -1.124 -0.944 0.09
H 0.068749 0.763103 -1.044383 -0.062 0.218 0.248 0.04
H -1.226970 1.869670 -1.627836 0.245 -0.161 0.190 0.05
H -2.468107 1.611634 0.369265 -0.813 0.573 0.306 0.07
H -1.094764 0.785178 1.176795 -0.456 0.028 -0.152 0.08
H -0.620298 -1.366121 0.678771 -0.211 -0.048 -0.021 0.02
H -2.155981 -2.365931 -0.073938 0.410 -0.165 0.026 0.04
N 2.310761 -0.109130 -0.553029 -1.274 2.168 0.463 -0.05
C 1.686910 -1.000367 0.461601 -1.136 0.611 0.790 -0.54
O 0.700752 -0.377068 1.205263 2.176 -0.506 -0.500 -0.38
H 2.340096 0.830043 -0.091705 0.070 -1.020 -0.558 0.06
H 3.237515 -0.368759 -0.782099 1.143 -0.402 -0.069 0.00
H 1.202276 -1.778099 -0.160784 0.397 -0.657 0.121 0.07
H 2.549973 -1.403699 1.060728 -0.556 -0.315 0.038 0.07
```
Forces are in eV/Å.

Computed properties:
Multiplicity: 1
Total charge: -1
Orbital gap (hartree): 0.27660



# C12H10Cl2N2O2S

C12H10Cl2N2O2S as an isolated structure in a non-equilibrium geometry (wB97M-V/def2-TZVPD, OMol25).

Structure (XYZ):
```
29
Properties=species:S:1:pos:R:3:forces:R:3:lowdin_charge:R:1
O 0.185826 -1.378616 1.171924 2.013 1.354 -4.044 -0.36
S 0.656731 -0.804949 -0.170743 -3.505 2.124 4.600 0.64
O 0.357253 -1.397714 -1.409768 -0.387 -1.610 -1.898 -0.33
N -0.047856 0.725893 -0.287830 -2.052 -0.471 -1.218 -0.14
H -0.378957 0.778009 -1.357058 0.581 0.045 3.300 0.17
C -1.134877 1.088099 0.785914 0.994 -3.126 -0.155 -0.11
C -2.559332 0.592840 0.534667 6.834 17.902 -4.983 -0.24
N -3.255052 1.635805 -0.367617 -1.399 -1.480 2.392 0.15
C -4.496554 1.276632 -0.729958 6.368 -3.754 3.170 -0.08
C -4.916133 -0.067868 -0.451599 -10.927 9.019 -8.274 -0.11
C -4.212673 -0.760000 0.210709 0.287 -13.919 4.308 -0.20
C -2.991453 -0.489170 0.506160 3.867 -15.905 5.498 -0.16
H -2.202954 -1.461718 0.987812 -2.567 3.024 -1.327 0.22
H -4.489815 -1.876858 0.397874 0.051 2.000 -0.261 0.17
H -5.958559 -0.288757 -0.908591 1.774 -0.120 1.241 0.15
H -5.093402 1.990320 -1.000764 -3.324 3.888 -2.561 0.05
H -1.021935 2.104014 0.851286 -0.486 2.555 0.053 0.07
H -0.799188 0.678155 1.759583 0.139 0.011 -0.749 0.12
C 2.382846 -0.370462 -0.187986 -4.660 -5.186 2.460 -0.34
C 2.757872 0.851741 0.000183 2.106 3.507 -1.648 -0.08
C 4.116782 0.978149 -0.159575 -0.693 6.872 1.945 -0.50
C 4.901664 -0.015330 0.130365 8.127 -2.648 -1.619 -0.18
C 4.496025 -1.277879 0.028818 -2.301 -6.164 1.639 -0.08
C 3.061194 -1.524935 0.098257 5.545 2.120 -2.531 -0.69
Cl 2.427842 -2.963920 -0.313653 -0.436 -3.392 0.127 0.87
H 5.236376 -2.227648 -0.000240 -1.823 2.513 0.234 0.17
H 6.097202 -0.140058 0.010493 -2.677 1.842 0.554 0.18
Cl 4.847994 2.738172 -0.092758 -0.941 -2.221 -0.266 0.52
H 2.033119 1.608047 -0.035906 -0.509 1.219 0.014 0.11
```
Forces are in eV/Å.

Computed properties:
Multiplicity: 1
Orbital gap (hartree): 0.34670



# C6H3N3O2S

One molecule with the formula C6H3N3O2S in a non-equilibrium geometry (wB97M-V/def2-TZVPD, OMol25).

Structure (XYZ):
```
15
Properties=species:S:1:pos:R:3:forces:R:3:lowdin_charge:R:1
C -0.698145 2.239965 0.241596 0.231 2.868 0.430 -0.22
C 1.983716 -0.419202 -0.103691 1.809 3.034 0.010 -0.08
C 1.286435 -1.548524 0.006340 -2.263 -0.363 0.142 -0.17
C 1.310899 0.881061 0.026294 0.092 -0.360 0.078 0.02
C -0.049748 1.002673 0.120121 1.031 -0.719 -0.555 -0.23
C -0.124193 -1.576919 0.175307 1.778 5.990 -1.497 -0.63
N -0.989108 3.356424 0.361383 0.413 -0.889 0.002 0.19
N -0.844708 -0.099052 -0.053953 1.110 -5.389 0.879 0.09
N -2.194519 0.002039 -0.217240 1.053 2.166 -0.408 -0.39
O -2.577385 1.166700 -0.266540 -0.913 -0.848 -0.028 0.07
O -2.865816 -0.975584 -0.388999 -0.249 -1.646 0.241 0.05
S -0.990978 -2.893190 0.314400 -2.824 -3.233 0.402 0.95
H 3.102506 -0.598399 -0.215263 -1.630 1.093 0.094 0.13
H 1.900151 -2.411966 -0.080908 -0.358 -1.156 0.220 0.10
H 1.750897 1.873968 0.081155 0.720 -0.546 -0.011 0.12
```
Forces are in eV/Å.

Computed properties:
Multiplicity: 3
Orbital gap (spin up / spin down) (hartree): 0.25411 / 0.21646
<S²>: 2.06



# C4H5ClN2O

A 2-piece molecular cluster, C4H5ClN2O overall in a non-equilibrium geometry (wB97M-V/def2-TZVPD, OMol25).

Structure (XYZ):
```
13
Properties=species:S:1:pos:R:3:forces:R:3:lowdin_charge:R:1
C -0.533839 0.927364 0.602058 3.032 -0.126 1.396 -0.50
C -0.653621 -0.328860 -0.230900 2.508 4.136 3.027 -0.40
C -1.909781 -0.774375 -0.472669 -8.783 -0.975 -0.383 -0.22
C 2.400442 -0.251748 -0.250425 -3.392 -2.706 1.912 0.00
H -1.425591 1.169926 1.085323 -1.732 0.317 0.193 0.04
H 0.199710 0.825793 1.510476 -0.854 -0.034 -2.066 0.12
H -2.113039 -1.719903 -0.944143 1.030 -0.692 -0.721 0.13
H 3.159819 -0.439845 0.606057 -0.367 0.685 -2.329 0.04
H 2.269082 1.150381 -1.093674 0.062 -4.398 2.486 0.20
N 0.190347 -1.209247 -0.394823 3.024 -4.478 -1.822 0.00
N 1.448896 -1.414007 0.018502 2.952 8.254 -1.383 0.00
O -2.987965 -0.285664 -0.059935 2.595 0.137 -0.397 0.04
Cl -0.044465 2.350189 -0.375847 -0.076 -0.119 0.087 0.55
```
Forces are in eV/Å.

Computed properties:
Multiplicity: 1
Orbital gap (hartree): 0.29595



# C34H31IN4PPdS

C34H31IN4PPdS as an isolated structure in a non-equilibrium geometry (wB97M-V/def2-TZVPD, OMol25).

Structure (XYZ):
```
73
Properties=species:S:1:pos:R:3:forces:R:3:lowdin_charge:R:1
Pd -0.721061 0.158155 -0.505506 0.375 -0.687 -1.482 0.79
C -1.912163 3.447768 5.959875 0.030 -0.062 -0.067 0.00
C -1.181682 4.081723 4.960383 0.167 0.115 -0.159 -0.03
C -0.905958 3.438105 3.768422 -0.001 0.152 0.032 -0.05
C -1.437900 2.162053 3.560332 0.184 -0.735 -0.627 -0.35
C -2.147696 1.507663 4.574929 -0.166 -0.095 0.148 -0.09
C -2.402014 2.161612 5.763234 0.044 -0.085 -0.017 -0.03
P -1.264985 1.282071 1.988348 -0.688 1.999 0.245 1.19
C -0.298508 2.328925 0.827707 0.015 -0.429 0.489 -0.44
C 1.099265 2.306191 0.973708 -0.056 0.079 0.142 -0.11
C 1.877051 3.229661 0.298344 0.033 -0.133 0.057 -0.05
C 1.276631 4.164961 -0.535403 -0.098 -0.050 0.061 -0.03
C -0.103153 4.181321 -0.700897 -0.104 -0.056 0.051 -0.04
C -0.897459 3.263768 -0.035324 -0.071 0.044 0.205 -0.08
C -2.880378 1.139122 1.171163 0.852 -0.446 0.387 -0.39
C -4.098892 1.594469 1.669541 0.160 -0.164 -0.106 -0.03
C -5.227198 1.389014 0.892316 -0.255 0.043 0.182 -0.01
C -5.159926 0.713287 -0.318327 0.218 0.047 -0.123 -0.01
C -3.940038 0.244800 -0.810809 0.114 -0.323 -0.338 -0.08
C -2.807103 0.480679 -0.062878 -0.422 0.322 0.555 -0.20
H -2.075586 3.948611 6.902929 -0.072 0.054 0.025 0.13
H -0.822229 5.087456 5.115465 0.072 0.064 0.025 0.13
H -0.325046 3.930256 3.001939 0.015 0.055 -0.034 0.11
H -2.490265 0.492659 4.429359 -0.098 -0.079 0.010 0.12
H -2.957854 1.671839 6.545583 -0.065 -0.096 0.082 0.13
H 1.546947 1.592499 1.657138 0.091 0.029 -0.063 0.11
H 2.947992 3.231153 0.427556 0.121 -0.002 0.020 0.12
H 1.883078 4.896875 -1.044287 0.108 0.096 -0.074 0.13
H -0.565805 4.934560 -1.320976 -0.035 0.034 -0.080 0.13
H -1.974445 3.308157 -0.127412 -0.035 -0.012 -0.039 0.12
H -4.151615 2.085024 2.631718 -0.021 0.094 -0.017 0.12
H -6.184105 1.739412 1.252434 -0.062 0.005 0.002 0.13
H -6.060347 0.522401 -0.885023 -0.041 0.045 -0.039 0.13
H -3.913251 -0.298478 -1.748202 -0.012 -0.029 0.033 0.10
C 1.242001 -2.067002 -3.558292 0.121 0.528 -0.335 -0.03
N 0.774716 -3.199174 -2.814606 -0.466 -0.142 0.414 -0.13
C 1.517518 -4.455830 -2.812042 0.355 -0.269 -0.050 -0.07
C 0.678961 -5.357296 -1.890593 0.187 -0.467 -0.052 -0.08
N -0.333484 -4.437291 -1.385816 -0.135 0.112 0.019 0.06
C -0.267720 -3.256541 -1.998021 0.421 -0.076 -0.111 -0.74
S -1.444644 -2.028123 -1.783392 -0.413 0.602 0.222 0.78
H 2.153211 -1.665428 -3.101443 -0.062 -0.004 -0.050 0.10
H 0.472361 -1.291668 -3.584267 0.111 -0.162 0.021 0.06
H 1.476084 -2.369116 -4.581622 -0.037 0.002 0.091 0.12
H 2.531140 -4.284001 -2.436146 -0.101 -0.046 -0.008 0.13
H 1.591705 -4.847044 -3.830484 -0.001 0.065 0.122 0.14
H 1.257615 -5.768509 -1.061598 -0.025 0.005 -0.118 0.12
H 0.206221 -6.177364 -2.435260 0.077 0.060 0.056 0.14
H -1.132328 -4.757311 -0.859076 -0.034 0.240 -0.053 0.16
I 3.948966 2.613654 -3.447690 -0.663 -0.017 0.017 0.97
C 1.860957 2.321989 -3.379440 0.274 -0.113 0.068 -0.68
C 0.973736 2.963415 -4.239566 0.254 -0.123 0.131 -0.08
C -0.376065 2.659093 -4.151466 -0.058 -0.160 0.164 -0.01
C -0.811591 1.766755 -3.183194 -0.255 0.139 -0.382 -0.11
N 0.043161 1.184863 -2.342923 -0.229 -0.381 0.700 -0.04
C 1.342488 1.435786 -2.437716 0.657 0.133 -0.140 -0.24
H 1.326905 3.677539 -4.971392 0.028 -0.029 -0.037 0.12
H -1.079299 3.107123 -4.835907 -0.120 0.025 0.004 0.13
H -1.856378 1.491625 -3.090454 0.044 0.094 0.018 0.12
H 2.001605 0.912442 -1.753547 -0.066 0.068 0.009 0.09
N 0.820730 -1.068008 0.366480 0.118 -0.574 -0.164 0.12
C 1.498341 -1.979808 0.593411 -0.990 1.578 -0.307 -0.11
C 2.383717 -3.005393 0.906536 0.930 -1.122 0.334 -0.23
C 1.938629 -4.151159 1.589627 0.000 0.278 -0.181 -0.02
C 2.855740 -5.116280 1.951835 -0.057 -0.059 0.046 -0.04
C 4.204107 -4.953067 1.655754 -0.117 0.107 -0.074 -0.01
C 4.642648 -3.827301 0.968479 0.023 -0.031 0.021 -0.03
C 3.745044 -2.853380 0.585698 -0.311 0.049 0.013 -0.01
H 0.890364 -4.260301 1.828540 -0.042 -0.016 0.070 0.12
H 2.519556 -5.993083 2.482895 -0.004 -0.085 0.053 0.12
H 4.913881 -5.705282 1.961796 0.079 -0.079 0.030 0.13
H 5.689127 -3.702000 0.746374 0.147 -0.012 -0.052 0.12
H 4.075971 -1.975294 0.051149 0.062 0.088 0.007 0.12
```
Forces are in eV/Å.

Computed properties:
Multiplicity: 5
Total charge: +3
Orbital gap (spin up / spin down) (hartree): 0.32490 / 0.17643
<S²>: 6.03



# C2H6N4O4

A 2-piece molecular cluster, C2H6N4O4 overall in a non-equilibrium geometry (wB97M-V/def2-TZVPD, OMol25).

Structure (XYZ):
```
16
Properties=species:S:1:pos:R:3:forces:R:3:lowdin_charge:R:1
O 0.131897 1.130917 -0.833784 -0.773 0.545 -0.434 0.08
N 1.190716 1.561567 -0.460910 0.853 -1.423 -0.366 -0.41
O 1.978068 2.229373 -1.059065 0.096 0.818 0.391 0.13
N 1.550019 0.908005 0.723586 -0.143 -1.915 1.571 0.16
N 2.607076 1.225399 1.661152 -1.203 -0.741 -1.179 -0.40
O 2.969779 0.346882 2.404911 -0.522 0.207 -0.626 0.11
O 2.936103 2.351483 1.579081 1.122 1.588 0.417 0.14
H 1.038647 0.008460 0.827645 0.515 0.991 0.187 0.18
H -2.723678 -0.099717 1.289832 -3.202 1.503 1.474 0.00
N -2.062605 -0.537331 0.778523 4.186 -1.281 -1.722 0.11
C -2.221619 -0.838823 -0.424733 -2.655 -1.265 -1.534 -0.34
C -1.269175 -1.639987 -1.249065 3.358 -0.782 1.140 -0.12
H -3.240149 -0.928880 -0.960570 0.881 1.190 0.903 0.12
H -1.787361 -2.436930 -1.784249 -0.102 -0.139 0.417 0.06
H -0.579020 -1.224454 -2.046573 -1.147 0.455 1.024 0.08
H -0.518699 -2.055963 -0.445780 -1.265 0.249 -1.664 0.10
```
Forces are in eV/Å.

Computed properties:
Structure (SMILES): O=[N+]([O-])N[N+](=O)[O-].[H]/N=C/C
Multiplicity: 1
Orbital gap (hartree): 0.34402



Question: Among the records above, which one has the highest multiplicity?
Answer: C34H31IN4PPdS



Question: Which value of multiplicity does entry 4 give?
Answer: 1